Entry 1:
ORCA calculation (ωB97M-V/def2-TZVPD) on a structure of composition C11H26MnN4O7S in a non-equilibrium geometry.

Each line ends with the Löwdin charge.
CARTESIAN COORDINATES (ANGSTROEM)
O: -0.64526 -1.02691 -4.06381  -0.1656
H: -0.84018 -0.88864 -5.00346  0.0572
Mn: -0.51628 0.43907 -1.06218  0.7522
N: 1.02388 -0.77433 -0.97763  -0.1368
N: -1.16237 -1.50118 -0.09715  -0.0666
N: 0.46086 1.88612 -0.25084  -0.1444
N: -1.73979 1.18914 0.51760  -0.0581
O: 2.24771 -0.33271 -1.04853  -0.0610
O: 1.78369 2.01437 -0.41791  -0.0568
O: -2.77718 0.60229 1.11754  -0.0356
O: -2.14933 -1.78988 0.68566  -0.0340
C: -0.40753 -2.54432 -0.52635  -0.2273
C: 0.81747 -2.11296 -1.10120  -0.2277
C: -0.17363 2.85985 0.42872  -0.2383
C: -1.41298 2.40991 0.97676  -0.2404
C: 1.81594 -2.97736 -1.77312  0.0031
H: 1.77028 -2.82272 -2.86195  0.1065
H: 1.61048 -4.03392 -1.58064  0.0732
H: 2.83085 -2.74110 -1.43320  0.0881
C: -0.83873 -3.94961 -0.33555  -0.0015
H: -1.80551 -4.11796 -0.82887  0.1041
H: -0.95911 -4.17982 0.73130  0.0968
H: -0.11332 -4.64559 -0.76389  0.0724
C: 0.41551 4.20533 0.64385  -0.0079
C: -2.18442 3.17856 1.99120  -0.0028
H: 1.16315 4.42759 -0.12561  0.0895
H: 0.89274 4.28527 1.63122  0.0935
H: -0.36979 4.97163 0.59525  0.0928
H: -2.83074 2.51758 2.57748  0.0874
H: -2.81214 3.94229 1.50970  0.0991
H: -1.50296 3.70622 2.67096  0.0873
H: 2.06539 1.01000 -0.73334  0.0395
H: -2.58682 -0.42548 0.96464  0.0463
C: -2.18751 -0.04368 -2.47764  -0.0710
H: -1.87670 -0.80433 -3.17574  -0.0468
H: -2.30914 0.94155 -2.94676  0.0196
H: -3.07958 -0.28493 -1.87451  0.0085
O: 0.11862 0.94845 -2.69704  -0.3476
H: -0.19038 -0.17535 -3.70239  0.0073
H: 1.05307 1.22075 -2.72869  0.0402
C: 2.05832 0.83737 3.09917  -0.2398
S: 0.86031 -0.24005 2.29046  0.7859
C: 1.83738 -1.75440 2.28114  -0.2391
O: -0.25277 -0.43865 3.27372  -0.5293
H: 3.01968 0.75049 2.58261  0.0612
H: 2.12676 0.51315 4.14462  0.0624
H: 1.68816 1.86653 3.02740  0.0451
H: 2.43533 -1.76528 3.20106  0.0570
H: 1.14703 -2.60355 2.25098  0.0564
H: 2.48153 -1.74883 1.39491  0.0455

energy above the lowest of the compared OMol25 structures with the same formula, charge and spin: 53.9 kcal per mole
2S+1: 6
E_tot: -2729.28754 a.u.
molecular weight: 413.355 u
gap between HOMO and LUMO (spin up / spin down): 0.2610 / 0.2320 Ha
maximum force: 5.10 eV/A
HOMO (spin up / spin down): -0.2861 / -0.2994 Eh


Entry 2:
ORCA calculation (ωB97M-V/def2-TZVPD) on a structure of composition C11H26N4O7PbS in a non-equilibrium geometry.

Each line ends with the Löwdin charge.
CARTESIAN COORDINATES (ANGSTROEM)
O: 0.46828 -1.44243 -4.20094  -0.2025
H: 0.12758 -1.49067 -5.12560  0.0749
Pb: 0.03237 -0.03341 -1.97942  1.5412
N: -0.18335 2.19189 0.24762  -0.0182
N: 1.64928 2.25924 -1.71958  -0.1533
N: -1.45214 -0.96103 0.29969  -0.0403
N: -1.00487 -2.39820 -1.95493  -0.1806
O: -0.89629 2.05866 1.33437  -0.2053
O: -1.39961 -0.44631 1.54432  -0.1180
O: -1.03191 -3.12596 -3.01633  -0.1944
O: 2.53339 2.23615 -2.59724  -0.0761
C: 1.82746 3.12596 -0.66382  -0.2474
C: 0.87126 3.04262 0.40431  -0.2540
C: -1.77851 -2.25525 0.30592  -0.2837
C: -1.54801 -3.01316 -0.89843  -0.2895
C: 1.07205 3.75871 1.69865  -0.0260
H: 1.44971 3.05506 2.46059  0.0818
H: 0.11964 4.17388 2.06196  0.0923
H: 1.79551 4.57445 1.59566  0.0685
C: 3.06704 3.93449 -0.62177  -0.0362
H: 3.35304 4.22607 -1.64316  0.0849
H: 3.88946 3.33767 -0.19108  0.1046
H: 2.92170 4.82512 -0.00500  0.0707
C: -2.19264 -2.88449 1.58089  -0.0290
C: -1.85772 -4.46592 -1.05740  -0.0412
H: -2.68928 -2.14660 2.22498  0.0890
H: -1.31932 -3.29299 2.10365  0.0836
H: -2.86929 -3.70689 1.38849  0.0712
H: -0.97362 -4.95432 -1.49964  0.0895
H: -2.68112 -4.60906 -1.77938  0.0917
H: -2.10654 -4.95084 -0.09303  0.0738
H: -1.23386 0.57496 1.38205  0.0443
H: -0.38771 -1.79061 -3.72140  -0.0222
C: -1.46108 1.17647 -2.78507  -0.2145
H: -0.82150 2.06331 -2.78757  0.0067
H: -2.39941 1.01841 -2.22652  0.0485
H: -1.23990 0.47428 -3.63554  -0.0145
O: -3.34991 2.85674 0.33664  -0.1011
H: -4.09933 2.36538 0.73518  0.0419
H: -2.54513 2.56721 0.82771  -0.0130
C: 2.05900 0.09722 2.61163  -0.2545
S: 2.58514 -1.20895 1.48885  0.8514
C: 1.57742 -2.55232 2.13880  -0.2540
O: 1.99116 -0.86486 0.15198  -0.6473
H: 2.29788 -0.21334 3.63277  0.0604
H: 0.98978 0.32063 2.50098  0.0482
H: 2.65120 0.98093 2.35850  0.0429
H: 0.63043 -2.18455 2.55161  0.0436
H: 1.38991 -3.25556 1.32482  0.0599
H: 2.17237 -3.04779 2.91019  0.0514

energy above the lowest of the compared OMol25 structures with the same formula, charge and spin: 0.0 kcal per mole
E_tot: -1771.07813 a.u.
molecular weight: 565.617 u
gap between HOMO and LUMO (spin up / spin down): 0.2297 / 0.1730 Ha
maximum force: 5.26 eV/A
HOMO (spin up / spin down): -0.2764 / -0.2738 Eh


Entry 3:
ORCA calculation (ωB97M-V/def2-TZVPD) on a structure of composition C11H27Cl2N2OP2Tc in a non-equilibrium geometry.

Each line ends with the Löwdin charge.
CARTESIAN COORDINATES (ANGSTROEM)
C: -1.75135 -0.17704 -4.18072  -0.0843
C: -1.22228 -0.05999 -2.82116  -0.4747
H: -2.85416 -0.10720 -4.26340  0.1304
H: -1.43414 -1.13295 -4.64696  0.1186
H: -1.27817 0.60675 -4.83148  0.1162
O: -1.62535 -0.02624 -1.66419  0.0182
Cl: 0.83368 -0.16288 -3.52969  0.4158
Tc: 1.32732 0.07481 0.04894  0.8566
P: 0.46792 -1.99918 -0.72981  0.7274
C: -0.79081 -2.80919 0.34264  -0.2133
C: 0.08264 -2.89629 -2.27901  -0.2420
H: 0.34378 -3.94825 -2.09429  0.0842
H: 1.74243 -4.04952 -0.47114  0.0814
H: 0.70852 -2.48925 -3.07770  -0.0040
H: 2.81314 -2.62592 -0.80253  0.0564
H: -1.78349 -2.42390 0.11030  0.0606
H: -0.96402 -2.81441 -2.55515  0.0648
C: 1.94955 -2.99482 -0.23593  -0.2335
H: -0.74525 -3.88349 0.12016  0.0831
H: 2.14638 -2.85506 0.82958  0.0465
H: -0.55794 -2.64469 1.40331  0.0439
P: 0.26497 2.00823 -0.84099  0.7326
C: -1.00201 2.80166 0.24745  -0.2126
C: 1.68896 3.15555 -0.49379  -0.2320
H: 0.33956 2.43562 -3.22630  0.0309
H: -0.20764 3.85907 -2.26908  0.0876
H: -1.34780 2.53260 -2.62872  0.0646
C: -0.30861 2.76886 -2.41125  -0.2224
H: 2.55136 2.81094 -1.07373  0.0535
H: 1.39301 4.18319 -0.79860  0.0896
H: -1.04314 3.86726 -0.01688  0.0833
H: -0.71894 2.69618 1.30424  0.0421
H: 1.93050 3.11543 0.56046  0.0403
H: -1.97062 2.33504 0.06517  0.0609
Cl: 3.32794 0.20801 0.74772  0.2196
C: 0.77605 -0.54106 4.39185  0.0108
N: -0.47818 0.11928 3.84811  -0.0857
C: -1.33186 0.69188 4.88817  0.0366
C: -0.41766 0.17480 2.51622  -0.0339
N: 0.32550 -0.04699 1.55668  -0.1054
H: 0.93865 -0.41220 5.46833  0.1086
H: 1.75361 -0.18233 3.84985  0.1243
H: 0.78595 -1.67765 4.18566  0.1339
H: -1.38601 1.73912 4.78395  0.1019
H: -2.29076 0.30978 4.77540  0.0932
H: -0.98125 0.46639 5.89830  0.1257

charge: +3
2S+1: 4
E_tot: -2302.78666 a.u.
molecular weight: 434.204 u
gap between HOMO and LUMO (spin up / spin down): 0.2636 / 0.2516 Ha
maximum force: 5.76 eV/A
HOMO (spin up / spin down): -0.7130 / -0.7357 Eh